Formula: C16H32BF5O8S2
Source: OMol25
Level of theory: ωB97M-V with the def2-TZVPD basis set

XYZ file:
```
64
Properties=species:S:1:pos:R:3:forces:R:3:nbo_charge:R:1
C 2.634306 0.752592 0.967451 -0.6 -0.2 0.0 -0.636
C 2.077968 -0.243930 -0.051633 0.8 0.0 0.2 -0.084
O 0.654039 -0.376008 0.090808 -0.1 -0.4 -0.3 -0.507
C -0.114672 -0.032862 -0.955077 0.1 0.3 -0.1 0.807
O 0.255359 0.656196 -1.875757 -0.1 -0.3 0.1 -0.609
C -1.511569 -0.603902 -0.844470 -0.1 0.2 0.4 -0.503
C -2.565392 0.508429 -0.904678 0.2 0.0 -0.3 -0.366
C -4.023389 -0.019496 -1.093173 0.1 0.0 0.0 -0.836
B -4.813878 -0.033414 0.242833 0.1 0.0 0.0 0.917
C -4.426993 -0.992045 1.464170 -0.3 -0.2 0.0 -0.131
C -4.157560 -2.433138 1.073935 0.0 -0.1 0.1 -0.638
F -3.271329 -0.422560 2.056208 -0.1 -0.1 -0.1 -0.371
C -6.109265 0.893186 0.519472 0.1 0.2 0.0 0.331
F -7.225994 0.090832 0.450618 0.0 -0.1 0.0 -0.334
F -6.062349 1.399835 1.795118 0.0 0.0 0.0 -0.335
C -6.375095 2.095261 -0.381951 -0.2 -0.2 0.1 0.524
F -5.248585 2.840683 -0.452270 0.1 0.1 0.0 -0.329
F -6.672690 1.664709 -1.628734 0.0 0.0 -0.2 -0.331
H 1.848906 1.479295 1.194129 0.2 0.1 -0.1 0.229
H 3.504332 1.284088 0.582498 0.0 -0.1 0.1 0.224
H 2.873258 0.236475 1.900488 0.1 0.1 -0.1 0.203
H 2.348392 0.027028 -1.071414 -0.3 0.1 0.0 0.204
H 2.483412 -1.241923 0.138992 -0.1 0.1 -0.1 0.191
H -1.587489 -1.149599 0.096200 0.0 -0.1 -0.1 0.233
H -1.644670 -1.292685 -1.686011 0.0 0.0 0.1 0.222
H -2.464619 1.124227 -0.005899 -0.1 0.0 -0.1 0.214
H -2.326377 1.147888 -1.758284 0.0 0.0 0.1 0.231
H -3.972767 -1.057646 -1.452940 0.0 0.1 0.0 0.244
H -4.511886 0.568924 -1.869270 0.0 -0.1 0.1 0.246
H -5.209825 -0.987026 2.232415 0.2 0.1 0.0 0.180
H -4.015657 -3.056611 1.961251 0.0 0.1 -0.1 0.225
H -5.021430 -2.823224 0.521473 0.1 0.0 0.1 0.218
H -3.273362 -2.534366 0.442112 -0.1 0.1 0.0 0.218
H -7.203173 2.706639 -0.015540 0.1 0.0 0.0 0.148
C 2.571831 -6.533779 1.459589 -0.1 0.1 0.0 -0.641
C 3.185242 -6.446531 0.078489 0.2 0.0 0.2 -0.077
O 2.187320 -6.321814 -0.964039 -0.1 0.0 0.0 -0.724
S 1.533818 -4.890614 -1.177910 0.0 -0.1 -0.1 2.386
C 0.807072 -5.202991 -2.748350 0.0 0.0 0.0 -0.887
O 2.579590 -3.920941 -1.309726 0.0 0.1 0.1 -0.943
O 0.499581 -4.686091 -0.211178 0.0 0.1 0.0 -0.936
H 2.101788 -5.594642 1.747233 0.0 0.0 0.0 0.229
H 3.348720 -6.768568 2.187647 0.0 0.0 0.0 0.218
H 1.811244 -7.313585 1.491613 0.0 0.0 0.0 0.218
H 3.887078 -5.615776 -0.002100 -0.1 0.0 0.0 0.203
H 3.719713 -7.360963 -0.169873 -0.1 0.0 -0.1 0.195
H 1.597299 -5.398921 -3.467258 0.0 0.0 0.0 0.253
H 0.254514 -4.306346 -3.020354 0.0 0.0 0.0 0.254
H 0.134778 -6.051803 -2.658104 0.0 0.0 0.0 0.253
C 3.106019 6.032597 -1.693705 -0.1 -0.1 0.1 -0.642
C 4.202297 6.463850 -0.742811 0.1 0.0 -0.3 -0.077
O 3.783099 6.418181 0.642992 0.0 0.0 0.1 -0.725
S 3.750373 4.993020 1.343748 0.0 0.2 0.0 2.386
C 3.629762 5.557693 3.004664 0.0 0.0 0.0 -0.887
O 5.012676 4.348225 1.138376 0.0 -0.1 0.0 -0.943
O 2.543826 4.314516 0.986409 0.0 -0.1 0.0 -0.935
H 2.880918 4.972299 -1.590194 0.0 0.0 0.0 0.232
H 3.421523 6.219859 -2.720477 0.0 0.0 0.0 0.218
H 2.190021 6.589941 -1.499085 0.0 0.0 0.0 0.218
H 5.102256 5.859229 -0.860498 0.0 0.0 0.1 0.202
H 4.474754 7.504375 -0.906668 0.0 0.0 0.1 0.194
H 4.532607 6.107471 3.254374 0.0 0.0 0.0 0.251
H 3.533510 4.671976 3.628632 0.0 0.0 0.0 0.255
H 2.746810 6.184280 3.095494 0.0 0.0 0.0 0.254
```
Forces are in eV/Å.

Computed properties:
* LUMO level: 0.0001 hartree
* molecular weight: 522.4 g mol⁻¹
* total energy: -2551.30708 a.u.
* SMILES: CCOC(=O)CCCB([C@@H](C)F)C(F)(F)C(F)F.CCOS(C)(=O)=O.CCOS(C)(=O)=O
* orbital gap: 9.97 eV